# 1
A gas-phase ion, C9H18N3 (charge +1), computed with ωB97M-V/def2-TZVPD.

HOMO energy   -11.27 eV
Gap between HOMO and LUMO   0.319 Eh
Electronic energy   -14084.354 eV
Energy relative to the best compared isomer or geometry (same formula, charge and spin)   399.7 kJ/mol
Total charge   +1

```
30
Properties=species:S:1:pos:R:3:forces:R:3:lowdin_charge:R:1
C 1.6215 -1.0039 -3.5559 1.897 -1.117 1.049 -0.040
C 1.0505 -1.1834 -2.0990 1.797 -4.046 -1.652 -0.417
C 1.6036 -0.3117 -1.0891 -3.356 2.501 0.873 -0.024
C 0.5265 0.3544 -0.6160 1.792 2.496 3.300 -0.124
C 0.5055 1.5131 0.8410 1.203 -5.915 -3.201 0.072
N -0.3981 0.6961 1.7140 -0.625 1.225 0.501 -0.341
C 0.3868 -0.5176 2.0479 -1.145 -1.438 0.170 0.008
C -0.8263 1.5013 2.9554 -0.570 2.311 -1.073 0.015
C -1.7258 0.3357 1.0490 -2.349 -1.289 0.347 -0.088
C -1.6913 -0.5372 -0.2484 -2.187 0.128 -0.955 -0.144
N -0.6966 -0.0255 -1.1367 1.098 1.101 0.122 -0.162
N -0.3659 -0.9491 -2.1388 -1.614 0.421 -2.569 0.015
H 1.4759 0.0401 -3.8191 -0.253 0.047 -0.307 0.070
H 1.0785 -1.7211 -4.2191 0.663 0.745 0.289 0.088
H 2.8016 -1.1667 -3.6000 -2.644 0.016 0.092 0.125
H 1.1987 -2.2851 -1.7048 0.121 1.584 -1.135 0.168
H 2.5698 -0.0902 -0.8189 2.126 0.100 0.315 0.099
H 1.5678 1.5179 1.1900 -1.273 0.374 -0.041 0.145
H 0.0218 2.3608 0.5681 -0.971 2.777 -0.742 0.081
H 0.7259 -1.0352 1.1159 -0.821 0.320 0.982 0.116
H 1.2703 -0.2959 2.5898 0.759 0.776 0.564 0.102
H -0.2561 -1.0925 2.7244 0.260 -0.382 -0.452 0.120
H -1.2760 0.9607 3.7685 0.231 -0.841 0.031 0.101
H 0.0111 2.1067 3.2571 0.650 -0.317 0.468 0.097
H -1.5897 2.3402 2.7138 1.051 -1.718 -0.339 0.143
H -2.3924 1.2120 0.7823 1.530 -0.398 0.669 0.151
H -2.2867 -0.2007 1.9167 0.843 0.706 -1.732 0.163
H -1.6565 -1.6561 -0.1625 0.359 0.938 0.450 0.135
H -2.6327 -0.3323 -0.9407 1.069 -0.558 2.316 0.169
H -0.6218 -0.5348 -3.0850 0.362 -0.545 1.658 0.157
```
Forces are in eV/Å.



# 2
C4H8O2 in the gas phase, computed with ωB97M-V/def2-TZVPD.

HOMO energy   -10.29 eV
Gap between HOMO and LUMO   0.410 Eh
Electronic energy   -8372.423 eV
Energy relative to the best compared isomer or geometry (same formula, charge and spin)   82.8 kJ/mol

```
14
Properties=species:S:1:pos:R:3:forces:R:3:lowdin_charge:R:1
C 0.6450 -0.7851 -1.0795 0.036 -0.026 -0.038 -0.022
C -0.0124 0.2213 -0.1345 0.012 -0.208 0.072 -0.617
C -1.2894 -0.3639 0.4947 -0.088 -0.039 0.031 -0.018
O -0.3160 1.3962 -0.8438 0.006 0.170 0.079 -0.006
C 0.9135 0.5689 1.0165 0.033 0.368 0.101 -0.185
O 1.1670 1.7160 1.3070 -0.011 -0.535 -0.117 0.071
H -0.0680 -1.0570 -1.8640 0.081 0.047 0.114 0.092
H 1.5250 -0.3448 -1.5580 -0.117 -0.042 0.090 0.092
H 0.9415 -1.7005 -0.5544 -0.049 0.156 -0.046 0.086
H -1.6211 0.2346 1.3506 0.027 -0.052 -0.159 0.091
H -1.1453 -1.3983 0.8251 0.006 0.160 -0.026 0.087
H -2.0786 -0.3396 -0.2616 0.121 -0.058 0.072 0.093
H 0.0342 2.1314 -0.3120 -0.048 -0.035 -0.105 0.091
H 1.3046 -0.2791 1.6141 -0.009 0.092 -0.068 0.144
```
Forces are in eV/Å.



# 3
2 unconnected molecules or ions with the total composition H4NP, computed with ωB97M-V/def2-TZVPD.

HOMO energy (alpha / beta)   -8.99 / -8.98 eV
Gap between HOMO and LUMO (alpha / beta)   0.273 / 0.272 Eh
Electronic energy   -10840.543 eV
Energy relative to the best compared isomer or geometry (same formula, charge and spin)   249.7 kJ/mol

```
6
Properties=species:S:1:pos:R:3:forces:R:3:lowdin_charge:R:1
N -1.0692 0.0940 0.1272 -0.359 -0.154 1.336 -0.035
P 2.4912 -0.9292 -0.3777 -0.415 0.342 -0.246 0.412
H -1.4417 1.0488 0.0470 -0.363 -0.729 0.462 0.003
H -0.0661 0.2757 0.0640 -0.344 -0.584 0.520 -0.102
H 1.4224 -0.1147 -0.9303 0.651 -0.403 0.119 -0.333
H -1.3365 -0.3746 1.0697 0.830 1.529 -2.192 0.054
```
Forces are in eV/Å.



# 4
2 unconnected molecules or ions with the total composition C5H15NS, computed with ωB97M-V/def2-TZVPD.

HOMO energy   -8.77 eV
Gap between HOMO and LUMO   0.354 Eh
Electronic energy   -17752.500 eV
Energy relative to the best compared isomer or geometry (same formula, charge and spin)   105.2 kJ/mol

```
22
Properties=species:S:1:pos:R:3:forces:R:3:lowdin_charge:R:1
C -2.1550 1.8099 -0.7791 1.271 0.657 1.042 -0.131
C -1.8792 0.2976 -0.9195 -1.153 -0.979 -0.018 -0.359
C -0.6593 -0.0292 -1.7900 0.148 0.801 -0.372 -0.611
S -0.0252 -1.7490 -1.7548 -0.367 0.151 0.128 0.666
H -3.0852 2.0217 -0.1712 0.971 -0.311 -0.878 0.084
H -2.2063 2.2922 -1.7848 -0.081 -0.240 0.835 0.077
H -1.2705 2.2929 -0.1888 -1.532 -0.605 -1.112 0.081
H -1.8634 -0.1937 0.1074 0.033 0.484 -1.387 0.109
H -2.7077 -0.1182 -1.5396 0.087 -0.021 1.018 0.104
H 0.1380 0.6390 -1.4844 0.374 0.060 -0.138 0.043
H -0.9365 0.2071 -2.8376 0.292 -0.086 0.578 0.078
H 0.6108 -1.7191 -2.9417 -0.144 0.112 0.200 -0.153
C 2.4725 0.0848 3.0573 1.053 -1.052 -1.278 -0.171
N 1.3273 0.8591 2.5928 0.188 1.133 -0.343 -0.202
C 0.6680 0.3015 1.4048 1.638 -0.559 -0.704 -0.168
H 2.1598 -0.9513 3.3185 0.020 0.729 -0.008 0.080
H 3.2340 -0.0496 2.2283 -0.600 -0.012 0.513 0.078
H 3.0852 0.4811 3.8842 -0.915 0.279 -0.096 0.071
H 1.6252 1.7987 2.2864 0.046 -0.639 0.695 0.100
H 1.4112 0.0518 0.5463 -0.808 0.116 1.256 0.087
H 0.0364 1.0874 0.9527 -0.260 -0.769 0.616 0.050
H 0.2001 -0.6579 1.7103 -0.260 0.749 -0.546 0.087
```
Forces are in eV/Å.



# 5
2 unconnected molecules or ions with the total composition C8H3F3N5O6, computed with ωB97M-V/def2-TZVPD.

HOMO energy   -4.87 eV
Gap between HOMO and LUMO   0.184 Eh
Electronic energy   -36225.178 eV
Energy relative to the best compared isomer or geometry (same formula, charge and spin)   0.0 kJ/mol
Total charge   -1

```
25
Properties=species:S:1:pos:R:3:forces:R:3:lowdin_charge:R:1
O -4.4115 -2.0620 0.3125 1.911 0.116 0.677 0.069
N -3.3971 -2.1015 1.0253 -1.801 -0.710 1.383 -0.327
O -3.4145 -2.5592 2.1911 0.198 0.698 -1.869 0.035
C -2.1365 -1.5883 0.5363 1.245 0.611 0.375 -0.065
C -1.0307 -1.5786 1.3995 -1.112 -0.220 -1.099 0.115
C 0.2404 -1.1987 0.8930 -0.181 0.181 -2.111 -0.100
N 1.4150 -1.4648 1.7062 2.288 -0.287 0.977 -0.313
O 1.2500 -1.9567 2.8439 -0.004 0.872 -1.838 0.043
O 2.5384 -1.2187 1.2215 -2.406 -0.482 0.858 0.075
C 0.4412 -0.8224 -0.4473 1.170 -0.336 1.195 0.080
C -0.6840 -0.7309 -1.3021 -1.402 0.004 -1.961 -0.195
N -0.7359 -0.5325 -2.6587 -1.546 -1.274 2.043 0.183
O -2.0469 -0.9140 -3.0004 1.320 0.464 2.077 -0.074
N -2.8067 -1.3076 -1.9071 1.943 1.110 0.713 0.154
C -1.9850 -1.1242 -0.8377 -0.814 -1.404 -1.289 -0.133
H -1.0878 -1.9843 2.4139 -0.175 0.302 -0.478 0.134
H 1.4517 -0.7722 -0.8755 -0.518 0.041 0.552 0.121
H 1.1652 1.0081 -1.3454 0.387 0.477 0.601 -0.012
N 1.9707 1.4948 -0.9260 -0.203 0.176 -1.092 0.079
C 1.5205 2.5712 -0.3131 -0.460 -0.587 0.082 -0.582
C 2.5733 3.7266 -0.3150 0.008 0.364 0.599 -0.522
F 3.6109 3.4497 0.5311 -0.376 0.258 -0.482 0.092
F 3.1204 4.0060 -1.5332 -0.384 -0.226 0.778 0.091
F 2.0043 4.8845 0.1257 0.554 -0.479 -0.296 0.089
O 0.4345 2.7756 0.2616 0.362 0.332 -0.397 -0.038
```
Forces are in eV/Å.



# 6
C10H14FNO4S in the gas phase, computed with ωB97M-V/def2-TZVPD.

HOMO energy   -8.99 eV
Gap between HOMO and LUMO   0.350 Eh
Electronic energy   -33828.347 eV
Energy relative to the best compared isomer or geometry (same formula, charge and spin)   0.0 kJ/mol

```
31
Properties=species:S:1:pos:R:3:forces:R:3:lowdin_charge:R:1
C -0.2719 -2.5135 -0.0176 -0.006 0.069 -0.083 -0.097
O -0.5025 -1.4244 -0.8794 0.039 -0.135 0.002 -0.201
C -1.8501 -1.2060 -1.2090 -0.232 -0.150 -0.037 -0.219
C -2.7566 -0.8510 -0.0214 0.107 -0.315 -0.585 -0.217
N -2.1109 0.1292 0.8285 0.248 0.818 -0.148 -0.124
S -1.7366 1.6148 0.1262 -0.057 -0.148 0.455 0.666
O -1.7616 2.5578 1.2073 0.152 -0.131 0.163 -0.288
O -2.5701 1.8550 -1.0180 0.237 -0.206 -0.160 -0.286
C -0.0465 1.3756 -0.3909 -0.567 0.170 -0.086 -0.291
C 0.3201 1.5649 -1.7032 -0.204 0.047 0.069 -0.056
C 1.6410 1.3383 -2.0611 0.174 -0.082 0.242 0.021
C 2.5393 0.9297 -1.0993 0.045 -0.008 -0.065 -0.183
F 3.8167 0.6995 -1.4552 -0.212 0.020 0.134 0.091
C 2.1760 0.7436 0.2449 -0.308 0.110 -0.091 -0.198
O 3.1458 0.3416 1.0940 0.159 0.040 -0.383 -0.054
C 2.8074 0.1449 2.4477 -0.044 -0.021 0.214 -0.068
C 0.8498 0.9845 0.5841 0.484 -0.061 0.151 0.002
H -0.6335 -2.3109 0.9957 0.003 -0.014 0.029 0.084
H -0.7485 -3.4264 -0.3945 0.011 -0.021 0.018 0.092
H 0.8072 -2.6548 0.0066 -0.021 -0.079 0.076 0.091
H -2.2722 -2.0910 -1.7114 0.009 0.138 -0.008 0.129
H -1.8382 -0.3685 -1.9080 -0.088 -0.159 -0.041 0.109
H -2.9616 -1.7377 0.5847 0.014 0.117 -0.002 0.119
H -3.7027 -0.4739 -0.4310 0.056 -0.160 0.038 0.120
H -2.6132 0.3004 1.6873 -0.001 0.219 0.140 0.108
H -0.4183 1.8784 -2.4222 -0.058 0.017 -0.150 0.117
H 1.9814 1.4671 -3.0761 0.062 0.007 -0.084 0.125
H 3.7283 -0.1717 2.9342 -0.107 0.021 0.010 0.097
H 2.0483 -0.6351 2.5589 0.002 0.023 -0.002 0.096
H 2.4508 1.0705 2.9089 -0.006 -0.026 -0.018 0.101
H 0.4830 0.8691 1.5894 0.108 -0.099 0.203 0.115
```
Forces are in eV/Å.



# 7
6 unconnected molecules or ions with the total composition C5H25N3O5, computed with ωB97M-V/def2-TZVPD.

HOMO energy   -8.22 eV
Gap between HOMO and LUMO   0.317 Eh
Electronic energy   -20297.001 eV
Energy relative to the best compared isomer or geometry (same formula, charge and spin)   202.6 kJ/mol

```
38
Properties=species:S:1:pos:R:3:forces:R:3:lowdin_charge:R:1
C -0.0486 -1.9789 1.6991 -1.317 -0.716 -0.170 -0.060
C 0.6106 -1.6314 0.3224 -0.850 -0.815 0.961 -0.396
C 2.0174 -1.1340 0.7427 -0.833 0.171 -0.967 -0.155
C 1.9993 0.2526 1.4568 0.849 0.425 -0.123 -0.260
N 2.1487 1.4152 0.5528 0.132 -0.505 1.535 0.006
N -0.1216 -0.7234 -0.5585 0.604 0.656 0.124 -0.029
C -1.4532 -1.1578 -0.9226 -1.649 -0.510 1.831 -0.262
N -2.5102 -0.5317 -0.0531 0.834 -1.456 -0.674 0.003
H -1.1176 -2.3161 1.8340 0.805 0.358 -1.049 0.067
H 0.5077 -2.8520 2.0420 0.196 0.305 0.569 0.076
H -0.0128 -1.1292 2.3739 0.462 -0.083 0.281 0.059
H 0.6541 -2.5646 -0.2425 0.505 -0.120 0.110 0.125
H 2.5833 -1.0951 -0.2035 0.108 0.392 0.522 0.086
H 2.4866 -1.9109 1.3666 -0.250 0.335 -0.062 0.109
H 2.8599 0.2513 2.1504 -0.209 0.105 -0.255 0.101
H 1.1478 0.4987 2.1242 0.196 -0.610 -0.546 0.104
H 2.8860 1.2438 -0.1069 -0.385 0.240 -0.609 0.064
H 1.2693 1.7844 0.2303 0.303 -0.126 -0.568 0.016
H -0.1301 0.1712 -0.0721 -0.461 0.131 -0.712 0.057
H -1.5231 -2.2294 -0.6544 0.354 0.126 -0.626 0.102
H -1.8216 -1.0508 -1.9514 0.815 0.225 -0.051 0.107
H -2.0069 -0.1028 0.7023 -0.690 0.774 0.043 0.051
H -3.2056 -0.0100 -0.5557 0.429 0.754 0.218 0.067
O 2.3402 -1.4496 -2.5184 0.047 0.626 0.556 -0.054
H 3.0863 -1.9594 -2.8323 -0.296 -0.338 -0.470 0.036
H 1.5155 -1.6613 -2.9648 0.341 -0.291 -0.133 0.037
O -0.3952 2.8654 -2.7563 -0.293 0.798 -0.337 -0.049
H 0.0433 2.2373 -2.1825 0.180 -0.673 -0.579 0.015
H -0.5317 2.5133 -3.6490 0.299 -0.246 0.704 0.054
O 0.2263 4.1672 0.2030 0.585 1.089 0.155 -0.058
H 0.9758 4.6090 0.6329 -0.159 -0.321 -0.175 0.071
H -0.1890 4.8667 -0.3227 0.034 -0.196 0.071 0.071
O -3.9664 -2.4146 1.5535 -0.320 -0.660 0.527 -0.084
H -3.0530 -2.5547 1.2879 -0.134 0.229 -0.135 -0.020
H -4.2275 -1.6334 1.0661 0.282 0.173 -0.204 0.001
O -1.2686 2.1450 -0.0781 -0.385 -0.899 -0.058 -0.070
H -1.1138 2.3610 0.8431 0.043 0.303 0.079 0.044
H -0.6616 2.7089 -0.5592 -0.173 0.350 0.216 -0.035
```
Forces are in eV/Å.